C19H20N2O5 | ωB97M-V/def2-TZVPD

Summary:
Total energy, Eh: -1220.8713
LUMO energy, eV: -1.493
Energy relative to the best compared isomer or geometry (same formula, charge and spin), kJ/mol: 2477.5

Element x y z (Å)
C: -1.24755 -0.40501 2.54696
C: 0.27990 -0.55307 1.94451
H: 0.38223 -1.36789 1.32263
H: 0.88012 -0.62418 2.76846
O: 0.44446 0.41152 0.99775
C: 1.56771 0.55301 0.54634
C: 2.54716 -0.40159 0.86024
C: 3.86663 -0.15814 -0.06728
C: 4.03690 0.91718 -0.91608
C: 3.11420 1.74346 -1.06189
C: 1.77403 1.89003 -0.40874
O: 0.85673 2.77164 -0.85185
C: -0.38846 2.35495 -0.60262
C: -0.94089 1.28910 -0.97946
O: -0.31260 0.44732 -1.83565
N: -2.31424 0.96795 -0.48954
C: -3.03728 -0.27534 -0.77622
C: -2.65978 -1.29462 -1.42447
C: -3.35525 -2.22017 -1.74572
C: -4.77968 -2.25159 -1.06808
C: -5.24460 -1.17978 -0.60328
C: -4.49843 0.02296 -0.16580
C: -4.90532 1.24514 0.47097
H: -4.38783 1.36892 1.49714
H: -4.86592 2.19261 -0.45480
H: -5.85068 0.99177 0.69506
H: -6.19627 -1.33639 -0.12819
H: -5.37054 -2.98198 -1.35310
H: -3.17741 -3.23242 -2.09829
H: -1.58395 -1.29671 -1.82157
H: -2.64934 1.84055 -0.10646
H: -0.91457 3.33858 -1.15760
H: -0.59432 2.67294 0.60211
H: 3.19125 2.47884 -1.76479
H: 5.00106 0.95432 -1.31647
C: 4.86861 -1.02651 0.38015
C: 6.14375 -1.48541 -0.13327
N: 7.09599 -0.73062 -0.38640
O: 6.89632 0.45809 -0.94201
O: 8.01939 -1.22264 -0.79299
H: 6.61679 -2.51292 0.52155
H: 4.24241 -1.94822 1.17731
H: 2.38179 -1.13776 1.40590
H: -1.46530 0.40278 3.00626
H: -2.10953 -0.39307 1.56631
H: -1.35772 -1.27763 3.14299

Cartesian forces, eV/Å:
1.1 -5.6 -7.8
-6.4 0.3 0.4
-0.3 -3.1 -0.4
2.3 0.6 1.9
-6.2 2.5 2.9
6.4 3.0 -3.8
4.5 10.6 -10.0
-2.7 -1.3 4.8
4.2 -6.3 2.6
-10.3 6.8 0.5
5.2 -6.4 0.5
4.0 -1.6 -0.2
-0.2 15.6 6.2
-5.1 -16.2 -7.4
-2.9 4.2 4.2
5.4 -0.1 -2.3
-7.0 12.0 7.4
12.7 3.5 -2.5
-12.4 -11.4 0.6
8.6 -1.4 -5.4
-2.5 7.3 6.1
5.5 -6.4 -5.3
2.9 2.6 -1.5
-0.4 0.6 -1.9
0.0 -2.4 3.4
-3.9 0.2 0.9
-1.1 0.6 -0.1
-2.7 -3.8 -0.9
0.9 0.6 -0.7
-1.4 0.3 0.8
-1.2 -0.8 0.3
0.1 -2.6 1.3
0.0 -1.2 -3.0
0.6 2.2 -1.9
1.2 0.4 -1.0
-0.1 -5.4 0.4
-8.5 -6.8 9.5
-1.2 10.2 -7.2
-1.1 0.1 2.9
11.0 -5.3 -1.2
-1.8 3.0 -2.4
2.6 2.7 -2.6
-0.9 -6.5 4.6
-0.8 5.7 3.5
2.7 -0.5 3.0
-0.6 -0.7 0.6

Atom charges from the natural (NBO) analysis, given in e for atoms 1 to 5:
1 C -0.5752
2 C -0.0643
3 H 0.1845
4 H 0.1847
5 O -0.4997